The following is a DFT calculation (the ωB97M-V functional and the def2-TZVPD basis) of 5 unconnected molecules or ions with the total composition C32H75O7PSi at a distorted geometry.

Atoms and positions in Å:
C1 -7.593 -2.640 -3.311
C2 -7.347 -1.424 -2.829
Si1 -6.152 -0.275 -3.667
C3 -5.539 1.139 -2.600
C4 -4.409 0.753 -1.635
C5 -4.221 1.728 -0.453
C6 -4.041 1.015 0.891
C7 -3.351 1.900 1.946
C8 -1.951 1.372 2.259
C9 -1.048 2.371 2.996
C10 -0.355 1.805 4.239
C11 0.464 0.535 3.981
C12 1.556 0.699 2.906
C13 1.097 0.210 1.526
C14 2.225 -0.221 0.583
C15 1.637 -0.887 -0.688
C16 1.836 -0.080 -1.989
C17 0.565 0.275 -2.783
C18 -0.517 -0.800 -2.922
C19 -0.103 -2.046 -3.710
C20 0.592 -3.147 -2.900
P1 -4.482 -1.533 -4.529
O1 -4.963 -2.301 -5.695
O2 -4.015 -2.518 -3.344
O3 -3.203 -0.641 -4.935
H1 -8.532 -3.143 -3.103
H2 -6.882 -3.184 -3.923
H3 -7.917 -1.097 -1.963
H4 -6.838 0.295 -4.845
H5 -6.400 1.504 -2.028
H6 -5.241 1.962 -3.254
H7 -4.535 -0.270 -1.269
H8 -3.473 0.767 -2.207
H9 -3.363 2.376 -0.653
H10 -5.099 2.377 -0.403
H11 -3.456 0.108 0.719
H12 -5.030 0.719 1.250
H13 -3.951 1.978 2.855
H14 -3.239 2.907 1.534
H15 -1.510 1.123 1.291
H16 -2.018 0.432 2.811
H17 -0.297 2.802 2.327
H18 -1.662 3.220 3.317
H19 -1.124 1.566 4.982
H20 0.307 2.557 4.677
H21 0.950 0.264 4.920
H22 -0.202 -0.298 3.748
H23 2.445 0.150 3.224
H24 1.799 1.765 2.849
H25 0.450 -0.659 1.678
H26 0.550 1.007 1.017
H27 2.872 -0.934 1.098
H28 2.798 0.671 0.322
H29 2.142 -1.847 -0.805
H30 0.583 -1.089 -0.497
H31 2.283 0.874 -1.693
H32 2.578 -0.555 -2.634
H33 0.110 1.184 -2.392
H34 0.881 0.531 -3.801
H35 -1.337 -0.339 -3.484
H36 -0.956 -1.078 -1.960
H37 -1.025 -2.485 -4.108
H38 0.486 -1.751 -4.582
H39 1.654 -2.913 -2.814
H40 0.494 -4.092 -3.437
H41 0.143 -3.242 -1.913
H42 -3.621 -3.305 -3.750
H43 -3.092 0.095 -4.316
C21 3.173 -2.048 5.812
C22 1.916 -2.848 6.120
C23 2.217 -4.327 6.310
O4 0.961 -2.653 5.082
H44 3.635 -2.400 4.885
H45 2.928 -0.994 5.681
H46 3.907 -2.137 6.616
H47 1.445 -2.454 7.023
H48 2.648 -4.745 5.396
H49 1.303 -4.879 6.528
H50 2.923 -4.486 7.126
H51 1.340 -2.976 4.257
C24 3.019 -3.393 -6.068
C25 4.160 -2.483 -5.643
C26 5.479 -2.905 -6.272
O5 4.275 -2.466 -4.219
H52 3.205 -4.422 -5.746
H53 2.088 -3.068 -5.604
H54 2.889 -3.392 -7.151
H55 3.933 -1.455 -5.931
H56 5.742 -3.918 -5.955
H57 6.283 -2.240 -5.956
H58 5.422 -2.890 -7.361
H59 4.476 -3.363 -3.931
C27 1.439 2.737 7.775
C28 2.152 1.431 7.467
C29 3.083 1.019 8.597
O6 2.876 1.537 6.242
H60 2.165 3.545 7.900
H61 0.775 3.012 6.955
H62 0.849 2.662 8.690
H63 1.413 0.644 7.299
H64 3.857 1.778 8.746
H65 3.582 0.080 8.358
H66 2.539 0.897 9.535
H67 3.543 2.225 6.344
C30 0.708 5.782 -3.493
C31 1.197 4.342 -3.441
C32 1.838 3.921 -4.754
O7 0.121 3.463 -3.114
H68 -0.051 5.896 -4.273
H69 0.253 6.065 -2.544
H70 1.526 6.471 -3.708
H71 1.919 4.232 -2.631
H72 1.110 3.982 -5.568
H73 2.183 2.888 -4.695
H74 2.687 4.558 -5.004
H75 -0.540 3.533 -3.811

Calculated values
**Total energy**: -2421.822989 hartree
**HOMO-LUMO gap**: 9.94 eV
**F_max**: 1.08 eV Å⁻¹
**Charge**: 0
**Structure (SMILES)**: C=C[Si@@H](CCCCCCCCCCCCCCCCCC)P(=O)(O)O.CC(C)O.CC(C)O.CC(C)O.CC(C)O



The following is a DFT calculation (the ωB97M-V functional and the def2-TZVPD basis) of C5H4O in the gas phase at a distorted geometry.

Atoms and positions in Å:
O1 2.738 0.087 -0.255
C1 1.859 -0.506 0.260
C2 0.271 -0.016 0.070
C3 -0.703 1.011 -0.335
C4 -0.966 0.080 0.874
C5 -1.103 -0.446 -0.556
H1 1.821 -1.629 0.519
H2 -0.905 1.976 -0.802
H3 -1.576 0.391 1.667
H4 -1.437 -0.948 -1.443

Calculated values
**ΔE to the lowest compared entry with this formula, charge and spin**: 115.0 kcal/mol
**Total energy**: -267.929041 hartree
**HOMO-LUMO gap**: 9.46 eV
**F_max**: 5.27 eV Å⁻¹
**Charge**: 0
**Structure (SMILES)**: O=C[C@]12[C@@H]3[C@H]1[C@@H]32



The following is a DFT calculation (the ωB97M-V functional and the def2-TZVPD basis) of 4 unconnected molecules or ions with the total composition C7H18O4 at a distorted geometry.

Atoms and positions in Å:
C1 -0.828 -2.857 -0.277
C2 -0.846 -1.396 -0.296
C3 -1.553 -0.572 0.492
C4 -2.299 -1.066 1.683
C5 -1.375 0.966 0.590
C6 -0.973 1.662 -0.726
C7 -0.290 3.021 -0.537
O1 0.611 3.150 0.263
H1 -1.845 -3.330 -0.193
H2 -0.500 -3.334 -1.246
H3 -0.299 -3.275 0.599
H4 -0.521 -0.853 -1.166
H5 -2.192 -2.131 1.812
H6 -1.793 -0.620 2.560
H7 -3.354 -0.835 1.896
H8 -2.339 1.348 0.913
H9 -0.491 1.133 1.248
H10 -1.792 1.704 -1.467
H11 -0.296 0.951 -1.229
H12 -0.620 3.770 -1.248
O2 2.244 0.423 -0.805
H13 2.073 -0.244 -0.112
H14 3.123 0.582 -0.421
O3 2.605 1.675 1.381
H15 1.810 2.148 1.043
H16 3.007 2.268 2.020
O4 2.888 -1.772 -2.331
H17 2.249 -1.307 -1.788
H18 3.598 -1.208 -2.659

Calculated values
**ΔE to the lowest compared entry with this formula, charge and spin**: 26.1 kcal/mol
**Total energy**: -578.406610 hartree
**HOMO-LUMO gap**: 9.67 eV
**F_max**: 2.80 eV Å⁻¹
**Charge**: 0
**Structure (SMILES)**: C/C=C(\C)CCC=O.O.O.O



The following is a DFT calculation (the ωB97M-V functional and the def2-TZVPD basis) of 2 unconnected molecules or ions with the total composition C37H42Cl2FN5O6PS3 at a distorted geometry.

Atoms and positions in Å:
C1 6.396 2.122 2.734
C2 5.221 1.528 1.814
C3 3.864 1.191 2.649
Cl1 3.903 -0.534 3.331
C4 2.529 1.502 1.831
C5 1.524 2.617 2.297
F1 1.846 3.316 3.487
C6 0.233 2.982 1.509
C7 -0.151 2.246 0.168
C8 0.813 1.137 -0.306
C9 0.542 0.335 -1.656
C10 0.295 -1.261 -1.407
C11 -1.267 -1.676 -1.529
N1 -1.606 -2.434 -0.272
C12 -1.810 -3.889 -0.527
C13 -1.269 -4.779 0.704
C14 0.236 -5.074 0.961
C15 0.674 -5.912 2.205
C16 -0.363 -6.508 3.200
C17 -1.867 -6.235 2.963
C18 -2.294 -5.384 1.714
O1 -3.716 -5.192 1.550
C19 2.124 0.768 0.493
S1 3.326 -0.530 -0.087
C20 -1.467 2.724 -0.580
O2 -1.648 2.740 -1.818
C21 -2.645 3.281 0.375
C22 -2.268 3.995 1.728
C23 -3.311 4.570 2.718
N2 -2.955 5.254 3.992
C24 -3.582 4.542 4.906
S2 -3.902 3.610 6.248
C25 -4.835 4.484 2.376
C26 -5.233 3.808 1.011
C27 -6.810 3.790 0.694
C28 -7.532 2.405 1.078
S3 -9.149 2.864 1.938
C29 -9.876 1.316 2.619
N3 -8.905 0.399 3.131
N4 -9.622 -0.651 3.623
C30 -11.022 -0.380 3.393
O3 -11.222 0.880 2.723
C31 -4.156 3.196 0.037
P1 -4.810 2.373 -1.529
O4 -3.949 0.887 -1.645
Cl2 -4.369 3.630 -3.214
C32 -0.708 4.143 2.114
O5 -0.266 5.103 2.795
H1 7.439 1.777 2.404
H2 6.231 1.747 3.801
H3 6.377 3.273 2.652
H4 4.967 2.196 0.905
H5 5.624 0.549 1.356
H6 3.849 1.893 3.564
H7 -0.258 0.783 -2.332
H8 1.530 0.382 -2.262
H9 0.828 -1.792 -2.288
H10 0.788 -1.645 -0.455
H11 -1.862 -0.710 -1.661
H12 -1.464 -2.333 -2.453
H13 -2.469 -1.993 0.104
H14 -1.343 -4.273 -1.498
H15 -2.947 -4.107 -0.584
H16 1.017 -4.666 0.239
H17 1.781 -6.127 2.373
H18 -0.082 -7.149 4.113
H19 -2.672 -6.622 3.680
H20 -4.124 -5.948 2.031
H21 3.261 -1.645 0.768
H22 -5.608 4.904 3.104
H23 -6.987 4.003 -0.422
H24 -7.379 4.627 1.258
H25 -6.885 1.705 1.722
H26 -7.862 1.910 0.090
H27 -11.894 -1.049 3.697
H28 -4.496 0.345 -2.270
C33 6.538 -2.428 -4.479
N5 6.672 -0.916 -4.528
C34 7.362 -0.548 -5.827
C35 7.525 -0.451 -3.374
C36 5.292 -0.236 -4.520
C37 4.466 -0.458 -3.253
O6 4.195 -1.835 -3.050
H29 7.502 -2.863 -4.754
H30 6.294 -2.736 -3.465
H31 5.771 -2.735 -5.190
H32 8.345 -1.019 -5.845
H33 7.464 0.538 -5.868
H34 6.752 -0.908 -6.657
H35 7.069 -0.777 -2.440
H36 7.592 0.637 -3.411
H37 8.515 -0.899 -3.476
H38 4.758 -0.626 -5.390
H39 5.468 0.834 -4.660
H40 3.510 0.062 -3.361
H41 4.970 -0.058 -2.368
H42 3.634 -1.910 -2.258

Calculated values
**Total energy**: -4715.598692 hartree
**HOMO-LUMO gap**: 6.22 eV
**F_max**: 5.90 eV Å⁻¹
**Charge**: +1